## i
This record from the OMol25 dataset describes one molecule with the formula C4H7F2N. The level of theory is ωB97M-V/def2-TZVPD.

Properties
gap between HOMO and LUMO = 10.8 eV
structure (SMILES) = C=C[C@@H](N)C(F)F
HOMO level = -0.3602 hartree

Geometry as ORCA input:
```
! wB97M-V def2-TZVPD RIJCOSX def2/J DEFGRID3
* xyz 0 1
C -1.7646 1.4091 -0.3896
C -0.4995 0.9720 -0.2541
C -0.0255 -0.4682 -0.0233
N 0.3401 -1.0097 -1.2155
C 1.1576 -0.5164 1.1354
F 1.0592 -1.7141 1.7666
F 1.0323 0.4690 2.0291
H -2.0349 2.3867 -0.7372
H -2.6985 0.6553 -0.3567
H 0.2645 1.8176 -0.4252
H -0.8618 -0.9876 0.3384
H 1.3322 -0.5129 -1.4460
H 0.5785 -2.0367 -1.1299
H 2.1204 -0.4642 0.7079
*
```

---

## ii
This record from the OMol25 dataset describes a 2-piece molecular cluster, C4H7F2N overall. The level of theory is ωB97M-V/def2-TZVPD.

Properties
gap between HOMO and LUMO (spin up / spin down) = 7.5 / 9.6 eV
HOMO level (spin up / spin down) = -0.3002 / -0.3350 hartree

Geometry as ORCA input:
```
! wB97M-V def2-TZVPD RIJCOSX def2/J DEFGRID3
* xyz 0 1
C -2.1525 0.4620 -0.0273
C 1.5202 0.1351 0.9219
C 1.1584 -0.1550 -0.5699
C 0.0610 -1.1604 -0.5565
N -1.8964 1.6443 -0.0468
F -3.3860 -0.1570 0.0828
F 0.0298 -2.0664 0.4243
H 2.4811 0.6006 0.7632
H 1.7739 -0.8129 1.3579
H 0.6990 0.7177 1.2632
H 0.6514 0.6642 -1.1791
H 1.9235 -0.7318 -1.0381
H -0.2712 -1.4849 -1.6504
H -2.5923 2.3443 0.2549
*
```

---

Short version: i is the most stable of them.

---

## i
This record from the OMol25 dataset describes a 2-piece molecular cluster, C2H9N6 overall. The level of theory is ωB97M-V/def2-TZVPD.

Properties
gap between HOMO and LUMO = 8.8 eV
HOMO level = -0.4573 hartree

Geometry as ORCA input:
```
! wB97M-V def2-TZVPD RIJCOSX def2/J DEFGRID3
* xyz 1 1
C -0.2759 0.0074 1.5572
C 0.5111 0.2000 0.3493
N 1.1101 1.3776 0.0862
N -0.4448 1.0169 2.2996
N 0.5874 -0.8406 -0.5125
N -1.2117 0.9769 3.3390
N -0.6451 -1.4312 -3.7722
N -0.0227 -1.0236 -2.8478
H -0.4735 -1.0437 1.6959
H 2.0257 1.3018 -0.3361
H -0.0413 -1.5716 -0.2103
H 0.8551 -0.8549 -1.5512
H -1.2729 1.8574 3.7928
H -1.3627 0.1540 3.8970
H -1.2865 -2.2743 -3.9186
H -0.7855 -0.9756 -4.7149
H 0.6538 2.2553 0.3107
*
```

---

## ii
This record from the OMol25 dataset describes an isolated ion of composition C2H9N6 and charge +1. The level of theory is ωB97M-V/def2-TZVPD.

Properties
gap between HOMO and LUMO = 10.7 eV
structure (SMILES) = [H]/N=C1/CN[N@H+](N)N1N
HOMO level = -0.5063 hartree

Geometry as ORCA input:
```
! wB97M-V def2-TZVPD RIJCOSX def2/J DEFGRID3
* xyz 1 1
H 2.2865 -1.6908 -1.3889
N 1.6921 -0.9509 -1.8300
C 0.9431 -0.3595 -1.1089
C -0.1888 0.4905 -1.6304
N -0.6294 1.3501 -0.5606
N -0.6470 0.4212 0.5628
N -0.9528 0.8765 1.9165
N 0.7758 -0.3004 0.5623
N 0.7726 -1.4781 1.0460
H -0.0389 1.1807 -2.6208
H -0.9532 -0.3134 -1.9026
H -0.0827 2.1529 -0.4751
H -1.3705 -0.2512 0.4746
H -1.9343 0.8860 2.2714
H -0.6250 1.7674 2.0725
H 0.4530 -2.2756 0.5008
H 0.4996 -1.5053 2.1103
*
```

---

Short version: i is the most stable of them.

---

## i
This record from the OMol25 dataset describes one molecule with the formula C9H17P. The level of theory is ωB97M-V/def2-TZVPD.

Properties
gap between HOMO and LUMO = 9.6 eV
structure (SMILES) = C[C@@H]1[C@@H](C)C[C@]12[C@@H](C)[C@@H]2P
HOMO level = -0.3145 hartree

Geometry as ORCA input:
```
! wB97M-V def2-TZVPD RIJCOSX def2/J DEFGRID3
* xyz 0 1
C -1.9632 0.1475 -1.0637
C -1.0720 0.3181 0.2835
C -0.5311 1.7471 0.3259
C -0.6034 2.6550 1.5156
C 0.9594 1.2048 0.0310
C 0.3481 -0.2434 0.0853
C 0.7494 -1.4823 -0.7272
C 1.9077 -1.4023 -1.6397
C 0.9130 -1.4445 0.8301
P -0.2177 -2.5209 1.7305
H -1.3308 0.3288 -1.9579
H -2.7056 0.9952 -1.0619
H -2.2550 -0.8754 -0.9210
H -1.5692 -0.0393 1.0737
H -1.0209 2.4164 -0.4302
H -0.3854 2.0599 2.4105
H -1.6002 3.1131 1.4922
H 0.2092 3.5338 1.4145
H 1.5382 1.6397 -0.8726
H 1.5444 1.2659 0.9079
H -0.1858 -1.9449 -1.0937
H 2.6754 -0.5719 -1.1366
H 1.6985 -1.1754 -2.7829
H 2.3362 -2.3593 -1.5454
H 1.8978 -1.4398 1.0933
H 0.0291 -3.7389 1.1640
H -1.3661 -2.1872 0.8750
*
```

---

## ii
This record from the OMol25 dataset describes one molecule with the formula C9H17P. The level of theory is ωB97M-V/def2-TZVPD.

Properties
gap between HOMO and LUMO = 9.6 eV
structure (SMILES) = CC(C)C[C@H]1C=C1P(C)C
HOMO level = -0.3177 hartree

Geometry as ORCA input:
```
! wB97M-V def2-TZVPD RIJCOSX def2/J DEFGRID3
* xyz 0 1
C -0.2313 -3.0347 0.9956
C -1.2370 -1.8752 0.5604
C -2.2696 -1.7379 1.6415
C -0.4484 -0.5137 0.3812
C -1.2232 0.5926 -0.2159
C -1.0546 1.9417 0.3917
C -0.2029 1.9291 -0.6815
P 0.9380 2.8444 -1.7140
C 2.2729 2.8476 -0.4772
C 1.6575 1.3536 -2.5289
H 0.4342 -3.3819 0.2006
H -0.6457 -3.9562 1.3950
H 0.4440 -2.7253 1.7592
H -1.5646 -2.3088 -0.4196
H -2.5935 -2.5937 2.2362
H -3.1356 -1.1781 1.2776
H -1.7026 -1.0272 2.2689
H 0.4689 -0.7897 -0.1935
H 0.1258 -0.2094 1.3456
H -2.0229 0.3449 -0.9908
H -1.3315 2.2153 1.4131
H 2.1698 1.7167 -0.1488
H 2.3206 3.5527 0.4171
H 3.3720 2.9378 -0.8782
H 0.8081 0.8392 -2.9924
H 2.2030 0.6881 -1.7645
H 2.4486 1.5280 -3.2784
*
```

---

Short version: i is the most stable of them.

---

## i
This record from the OMol25 dataset describes H2N2O3S as an isolated structure. The level of theory is ωB97M-V/def2-TZVPD.

Properties
gap between HOMO and LUMO (spin up / spin down) = 9.9 / 9.9 eV
HOMO level (spin up / spin down) = -0.4110 / -0.4109 hartree

Geometry as ORCA input:
```
! wB97M-V def2-TZVPD RIJCOSX def2/J DEFGRID3
* xyz 0 1
N 0.4097 -0.7600 -0.4822
N 1.0573 0.2799 0.0943
O -1.3504 1.1296 -0.5862
O -1.8417 -0.4177 1.1616
O 2.1690 0.6302 0.6885
S -1.7818 -0.2446 -0.3016
H 0.9372 -1.6319 -0.5026
H 0.4009 1.0146 -0.0718
*
```

---

## ii
This record from the OMol25 dataset describes one molecule with the formula H2N2O3S. The level of theory is ωB97M-V/def2-TZVPD.

Properties
gap between HOMO and LUMO = 10.2 eV
structure (SMILES) = O=[N+]([O-])ONS
HOMO level = -0.3632 hartree

Geometry as ORCA input:
```
! wB97M-V def2-TZVPD RIJCOSX def2/J DEFGRID3
* xyz 0 1
O -2.5407 1.1998 -0.1917
N -2.7569 0.0956 0.0971
O -3.7433 -0.4930 0.3982
O -1.5942 -0.7611 0.0299
N -0.3460 0.0001 -0.4780
S 0.7356 0.2920 0.8650
H -0.5775 0.9801 -0.8103
H 1.1865 -1.0711 0.9853
*
```

---

Short version: i is the most stable of them.

---

## i
This record from the OMol25 dataset describes one molecule with the formula H2N2O3S. The level of theory is ωB97M-V/def2-TZVPD.

Properties
gap between HOMO and LUMO = 10.2 eV
HOMO level = -0.3809 hartree

Geometry as ORCA input:
```
! wB97M-V def2-TZVPD RIJCOSX def2/J DEFGRID3
* xyz 0 1
N -0.2380 -0.9399 0.5116
N -1.1128 0.1381 -0.0429
O -1.9950 -0.3354 -0.6934
O -0.9579 1.2908 0.2537
O 0.9901 -0.3902 0.8596
S 1.9604 0.2840 -0.3577
H -0.2139 -1.6219 -0.3134
H 1.5671 1.5744 -0.2174
*
```

---

## ii
This record from the OMol25 dataset describes a 2-piece molecular cluster, H2N2O3S overall. The level of theory is ωB97M-V/def2-TZVPD.

Properties
gap between HOMO and LUMO (spin up / spin down) = 8.4 / 7.0 eV
HOMO level (spin up / spin down) = -0.3450 / -0.3108 hartree

Geometry as ORCA input:
```
! wB97M-V def2-TZVPD RIJCOSX def2/J DEFGRID3
* xyz 0 1
N 0.1148 0.3933 0.1301
N 2.0097 -2.1059 0.6553
O 2.4961 -2.6691 -0.2916
O 1.7337 -2.5079 1.7524
O 2.5507 0.7817 -0.4661
S 1.7306 0.3704 0.6426
H -0.4903 -0.0126 0.8246
H 0.0666 0.6112 -0.8141
*
```

---

Short version: ii is the most stable of them.